[1]
{"formula": "C4H14NO", "method": "ωB97M-V with the def2-TZVPD basis set", "elements": ["O", "N", "C", "C", "C", "C", "H", "H", "H", "H", "H", "H", "H", "H", "H", "H", "H", "H", "H", "H"], "positions_angstrom": [[-2.0745, 1.8780, -0.2148], [-0.2672, 0.3946, -1.7429], [0.5900, -0.7130, -0.9676], [-0.5974, -0.7588, 1.0979], [0.6051, -0.2294, 0.3822], [1.9738, -0.4229, 1.0453], [2.2926, -1.4704, 1.1378], [-0.5320, 0.1481, -2.7153], [1.4693, -0.8335, -1.5881], [0.2780, 1.2656, -1.6856], [0.0702, -1.6695, -1.0350], [-1.2973, -1.0293, 0.2189], [-2.9184, 2.2089, -0.3314], [0.4771, 0.9840, 0.4958], [-2.1824, 1.4418, 0.6638], [-1.1266, 0.5726, -1.1820], [2.7701, 0.1744, 0.7128], [-0.4353, -1.6891, 1.6939], [1.9716, -0.1835, 2.1347], [-1.0668, -0.0686, 1.8797]], "nbo_charge": [-1.13, -0.74, -0.24, -0.64, -0.36, -0.62, 0.20, 0.32, 0.21, 0.42, 0.20, 0.18, 0.46, 0.08, 0.38, 0.47, 0.21, 0.22, 0.22, 0.18], "total_charge": 0, "spin_multiplicity": 2, "e_tot_ev": -7907.6361, "s_squared": 0.751, "homo_lumo_gap_ev": [2.40, 11.57], "de_lowest_kcal_mol": 77.1, "mol_weight_g_mol": 92.2}



[2]
{"formula": "C3H8N4", "method": "ωB97M-V with the def2-TZVPD basis set", "elements": ["N", "N", "N", "N", "C", "C", "C", "H", "H", "H", "H", "H", "H", "H", "H"], "positions_angstrom": [[2.0994, -0.1303, -0.2858], [-1.0839, 1.0891, -0.3472], [0.1548, 1.6021, 0.2142], [-2.5118, -0.7584, -0.1063], [1.2534, -1.1514, -0.1556], [-0.1498, -1.3170, 0.0465], [-1.2887, -0.3115, -0.1599], [1.4666, 0.7311, -0.3887], [-0.0724, 2.3318, 1.0393], [0.5489, 2.3029, -0.5147], [-1.9253, 1.7177, -0.3592], [1.7802, -2.0560, 0.2310], [-0.6105, -2.1525, 0.4155], [-2.7214, -1.7258, 0.1504], [3.0604, -0.1717, 0.2204]], "nbo_charge": [-0.83, -0.49, -0.67, -0.76, 0.08, -0.44, 0.42, 0.42, 0.37, 0.35, 0.39, 0.18, 0.21, 0.35, 0.41], "total_charge": 0, "e_tot_ev": -9197.7839, "smiles": "[H]/N=C(\\C=C/N)NN", "homo_lumo_gap_ev": 8.24, "de_lowest_kcal_mol": 88.8, "mol_weight_g_mol": 100.1}



[3]
{"formula": "C5H12NS", "method": "ωB97M-V with the def2-TZVPD basis set", "elements": ["S", "N", "C", "C", "C", "C", "C", "H", "H", "H", "H", "H", "H", "H", "H", "H", "H", "H", "H"], "positions_angstrom": [[-2.1582, 0.4671, 0.6021], [-0.2195, -1.3919, 0.2176], [1.1303, -1.8194, 0.5318], [-2.0064, 1.5831, -0.5746], [-0.9399, -2.2978, -0.6540], [-0.6450, -0.3028, 0.7001], [1.5508, 2.6521, 0.3883], [2.5849, 2.8111, 0.1107], [-1.2337, 1.5642, -1.3206], [1.0501, 3.6068, 0.4852], [-1.2147, -3.1957, -0.0960], [1.5073, 2.1244, 1.3313], [1.5278, -1.2383, 1.3616], [-2.7555, 2.3510, -0.6284], [-1.8463, -1.8337, -1.0395], [1.7736, -1.6689, -0.3373], [1.1313, -2.8784, 0.7879], [-0.2998, -2.5974, -1.4838], [1.0630, 2.0643, -0.3824]], "nbo_charge": [0.74, -0.29, -0.42, -0.53, -0.44, -0.01, -0.85, 0.23, 0.25, 0.22, 0.24, 0.22, 0.25, 0.26, 0.23, 0.24, 0.23, 0.24, 0.18], "total_charge": 1, "e_tot_ev": -17694.6910, "homo_lumo_gap_ev": [7.82, 7.83], "de_lowest_kcal_mol": 92.1, "mol_weight_g_mol": 118.2}



[4]
{"formula": "C6H15NOS", "method": "ωB97M-V with the def2-TZVPD basis set", "elements": ["S", "O", "N", "C", "C", "C", "C", "C", "C", "H", "H", "H", "H", "H", "H", "H", "H", "H", "H", "H", "H", "H", "H", "H"], "positions_angstrom": [[-1.0768, 0.3937, 0.8592], [-1.9782, 1.4805, 0.3008], [-1.5963, -1.2015, 0.1616], [-2.9118, -1.1007, -0.3769], [1.1107, 1.8585, 0.4091], [-0.0972, 0.6170, -1.4826], [1.4848, -0.6199, -0.1570], [0.4863, 0.5620, -0.0968], [2.2942, -0.9465, 1.1545], [2.8355, -1.8378, 1.2397], [-0.9817, 1.2283, -1.5511], [-3.5336, -1.7329, 0.1025], [0.3008, 2.3987, 0.7696], [0.8106, -1.4178, -0.3804], [-3.4440, -0.0372, -0.1798], [-1.4319, -1.7700, 0.9803], [-3.0480, -1.3578, -1.4135], [1.7559, 1.7886, 1.1848], [1.6973, -0.8750, 2.0997], [0.5566, 1.0263, -2.1162], [2.3208, -0.5436, -0.7864], [1.5789, 2.5786, -0.2761], [3.0975, -0.1857, 1.4770], [-0.2304, -0.3057, -1.9221]], "nbo_charge": [1.32, -0.94, -0.80, -0.45, -0.63, -0.64, -0.42, -0.21, -0.63, 0.22, 0.25, 0.19, 0.22, 0.23, 0.23, 0.38, 0.19, 0.21, 0.20, 0.21, 0.22, 0.22, 0.20, 0.22], "total_charge": 0, "e_tot_ev": -20835.1065, "homo_lumo_gap_ev": 9.46, "de_lowest_kcal_mol": 75.0, "mol_weight_g_mol": 149.3}



[5]
{"formula": "C4H13NO2", "method": "ωB97M-V with the def2-TZVPD basis set", "elements": ["O", "O", "N", "C", "C", "C", "C", "H", "H", "H", "H", "H", "H", "H", "H", "H", "H", "H", "H", "H"], "positions_angstrom": [[4.2117, -4.4254, -2.2413], [-2.8076, 0.6601, -0.7208], [0.4648, 0.7695, 2.5986], [-0.3806, 0.6981, -0.7534], [-1.6240, -0.1430, -0.8135], [-0.3566, 1.6724, 0.4252], [-0.7233, 1.1242, 1.7941], [-1.6378, -0.6808, -1.7685], [1.2875, 1.2627, 2.2876], [-0.8895, 2.5832, 0.1489], [-0.2541, 1.2756, -1.6679], [-1.3470, 1.8468, 2.3261], [4.3354, -5.3412, -1.9747], [0.3058, 0.9532, 3.5764], [-1.3436, 0.2296, 1.7396], [0.6491, 2.0831, 0.5170], [-1.6675, -0.8859, -0.0235], [0.4624, 0.0092, -0.6899], [-3.1891, 0.6966, -1.6041], [4.5039, -4.3881, -3.1561]], "nbo_charge": [-0.94, -0.73, -0.85, -0.42, -0.07, -0.41, -0.22, 0.17, 0.35, 0.22, 0.20, 0.18, 0.47, 0.36, 0.18, 0.20, 0.17, 0.21, 0.47, 0.47], "total_charge": 0, "e_tot_ev": -9943.2511, "smiles": "NCCCCO.O", "homo_lumo_gap_ev": 9.84, "de_lowest_kcal_mol": 21.8, "mol_weight_g_mol": 107.2}



[6]
{"formula": "C43H40F5N4OS3V", "method": "ωB97M-V with the def2-TZVPD basis set", "elements": ["V", "S", "S", "S", "F", "F", "F", "F", "F", "O", "N", "N", "N", "N", "C", "C", "C", "C", "C", "C", "C", "C", "C", "C", "C", "C", "C", "C", "C", "C", "C", "C", "C", "C", "C", "C", "C", "C", "C", "C", "C", "C", "C", "C", "C", "C", "C", "C", "C", "C", "C", "C", "C", "C", "C", "C", "C", "H", "H", "H", "H", "H", "H", "H", "H", "H", "H", "H", "H", "H", "H", "H", "H", "H", "H", "H", "H", "H", "H", "H", "H", "H", "H", "H", "H", "H", "H", "H", "H", "H", "H", "H", "H", "H", "H", "H", "H"], "positions_angstrom": [[0.9632, -1.6826, -0.3376], [-1.5264, 0.0417, 2.7665], [3.5678, 2.7711, -1.0743], [-3.4107, -2.7131, 0.6697], [4.4455, -5.4899, -0.9279], [2.0476, -5.5670, -3.0017], [-0.1952, -4.2571, -0.4468], [1.7764, -7.3015, -0.2336], [1.9770, -4.4030, 1.4408], [1.9868, -2.8075, -0.9824], [1.7509, 1.4277, 0.1882], [-2.6429, -3.8788, -1.5605], [-0.4346, -0.6646, 0.5300], [-4.0853, -2.0906, -1.8313], [2.2492, 2.3402, 1.0848], [-4.9401, 1.4791, -2.9850], [1.1993, 5.0771, 4.7076], [-2.3152, 0.5032, 1.2839], [-3.0760, 1.1773, -1.3080], [-1.9514, 0.3978, -1.0959], [1.8193, 2.4956, 2.4030], [3.8205, 4.1706, 1.3678], [3.7178, -1.4263, 2.9986], [0.8411, -1.1556, -3.1399], [2.3724, 3.4763, 3.2063], [2.4787, -4.0454, -1.0422], [3.6874, -4.5272, -0.3349], [2.4316, -4.9600, 0.2908], [1.9848, 0.6745, -2.1226], [1.0736, -1.0083, 2.3391], [-3.4425, 1.6675, -2.7059], [3.3696, 4.3068, 2.6677], [2.3764, 1.1054, -3.3998], [-3.3730, -2.9195, -0.9821], [-3.8363, 1.5750, -0.1979], [1.9027, 3.7122, 4.6407], [1.2438, -0.5139, -1.9602], [-2.2474, -3.8998, -2.9561], [0.9201, 2.6329, 5.0999], [1.4681, -0.9294, 3.6799], [-0.2339, -0.6743, 1.8408], [1.7208, -5.1527, -1.7455], [1.9971, -1.2923, 1.3079], [3.3211, -1.5057, 1.6699], [-2.6555, 0.9227, -3.7894], [2.0047, 0.4131, -4.5327], [-1.5688, 0.0466, 0.1940], [-5.0798, -2.6627, -2.7324], [3.1032, 3.7011, 5.5991], [2.7934, -1.1363, 4.0013], [-3.4669, 1.2451, 1.0955], [1.6135, -5.9614, -0.4437], [-3.1014, 3.1645, -2.7874], [3.2559, 3.1779, 0.5792], [0.4097, -5.4080, -1.1110], [2.3157, 1.4982, -0.9626], [1.1990, -0.7133, -4.4029], [2.9719, 2.0067, -3.4953], [4.7526, -1.6087, 3.2650], [0.0176, 2.6264, 4.4859], [4.0485, -1.7473, 0.9029], [-4.7271, 2.1754, -0.3338], [-4.4374, -1.3044, -1.3060], [1.3822, 1.6443, 5.0581], [0.6205, 2.8280, 6.1317], [-2.0418, 3.3263, -2.5832], [-3.6798, 3.7327, -2.0562], [-2.7917, -0.1574, -3.6956], [1.8682, 5.8802, 4.3968], [-5.5553, 2.0643, -2.3003], [-5.2243, 0.4287, -2.8921], [-2.3476, -2.9015, -3.3844], [0.7371, -0.6955, 4.4491], [-4.7931, -3.6747, -3.0095], [-1.3206, 0.0645, -1.9079], [-2.8572, -4.5961, -3.5378], [2.7616, 3.7688, 6.6347], [-2.0659, -4.4089, -0.9201], [3.8066, 5.0901, 3.2744], [-5.1581, -2.0645, -3.6425], [0.2300, -2.0541, -3.0657], [3.6703, 2.7756, 5.4831], [-5.1691, 1.8110, -3.9996], [0.8704, -1.2512, -5.2849], [3.7779, 4.5376, 5.4156], [-3.3276, 3.5522, -3.7841], [3.1200, -1.0735, 5.0322], [4.5886, 4.8261, 0.9776], [1.0525, 1.8219, 2.7612], [-1.2084, -4.2217, -3.0183], [-1.5880, 1.1439, -3.7336], [0.3323, 5.0832, 4.0442], [0.8588, 5.2835, 5.7258], [2.3327, 0.7428, -5.5106], [-4.0588, 1.5730, 1.9405], [-6.0651, -2.7095, -2.2588], [-3.0060, 1.2284, -4.7774]], "nbo_charge": [1.43, 0.41, 0.32, -0.30, -0.34, -0.33, -0.45, -0.34, -0.31, -0.70, -0.46, -0.59, -0.58, -0.66, 0.19, -0.60, -0.59, -0.20, -0.02, -0.16, -0.17, -0.22, -0.19, -0.25, -0.03, 0.15, 0.29, 0.22, -0.16, -0.13, -0.07, -0.22, -0.18, 0.30, -0.22, -0.08, -0.31, -0.43, -0.61, -0.19, 0.17, 0.22, -0.33, -0.17, -0.61, -0.25, 0.14, -0.41, -0.60, -0.25, -0.20, 0.21, -0.60, -0.24, -0.04, 0.16, -0.20, 0.20, 0.20, 0.21, 0.21, 0.21, 0.40, 0.22, 0.20, 0.22, 0.20, 0.22, 0.20, 0.20, 0.21, 0.20, 0.20, 0.21, 0.23, 0.19, 0.20, 0.45, 0.20, 0.19, 0.20, 0.22, 0.21, 0.21, 0.20, 0.20, 0.21, 0.21, 0.21, 0.24, 0.22, 0.21, 0.20, 0.20, 0.22, 0.19, 0.20], "total_charge": -1, "spin_multiplicity": 4, "e_tot_ev": -125025.2653, "s_squared": 3.772, "homo_lumo_gap_ev": [6.23, 6.42], "mol_weight_g_mol": 871.0}



[7]
{"formula": "CH2BrN2O3", "method": "ωB97M-V with the def2-TZVPD basis set", "elements": ["Br", "O", "O", "O", "N", "N", "C", "H", "H"], "positions_angstrom": [[-4.7184, -0.2830, -0.0227], [-2.4988, -1.2577, 0.3236], [0.2022, 0.8163, 0.0551], [-3.7039, 2.2806, 0.1206], [-1.8512, -0.2025, 0.2454], [-0.5596, -0.3238, 0.0113], [-3.8346, 1.1615, 0.0720], [-0.2862, 1.4469, -0.5123], [0.1653, -1.1043, -0.0177]], "nbo_charge": [0.58, -0.40, -0.48, -0.28, 0.17, -0.07, 0.55, 0.49, 0.44], "total_charge": 1, "e_tot_ev": -80220.5266, "homo_lumo_gap_ev": 8.88, "de_lowest_kcal_mol": 12.4, "mol_weight_g_mol": 169.9}



Question: Number 5 is which compound?
Answer: C4H13NO2



Copy entry 2 word for word.
{"formula": "C3H8N4", "method": "ωB97M-V with the def2-TZVPD basis set", "elements": ["N", "N", "N", "N", "C", "C", "C", "H", "H", "H", "H", "H", "H", "H", "H"], "positions_angstrom": [[2.0994, -0.1303, -0.2858], [-1.0839, 1.0891, -0.3472], [0.1548, 1.6021, 0.2142], [-2.5118, -0.7584, -0.1063], [1.2534, -1.1514, -0.1556], [-0.1498, -1.3170, 0.0465], [-1.2887, -0.3115, -0.1599], [1.4666, 0.7311, -0.3887], [-0.0724, 2.3318, 1.0393], [0.5489, 2.3029, -0.5147], [-1.9253, 1.7177, -0.3592], [1.7802, -2.0560, 0.2310], [-0.6105, -2.1525, 0.4155], [-2.7214, -1.7258, 0.1504], [3.0604, -0.1717, 0.2204]], "nbo_charge": [-0.83, -0.49, -0.67, -0.76, 0.08, -0.44, 0.42, 0.42, 0.37, 0.35, 0.39, 0.18, 0.21, 0.35, 0.41], "total_charge": 0, "e_tot_ev": -9197.7839, "smiles": "[H]/N=C(\\C=C/N)NN", "homo_lumo_gap_ev": 8.24, "de_lowest_kcal_mol": 88.8, "mol_weight_g_mol": 100.1}